This record from the Open Molecules 2025 dataset describes C17H22N4NiS2 as an isolated structure. The level of theory is ωB97M-V/def2-TZVPD.

Calculated values
E, a.u.: -3184.78379
LUMO energy (spin up / spin down), eV: 0.23 / 0.23
Spin multiplicity: 3
HOMO-LUMO gap (spin up / spin down), eV: 6.23 / 6.16

Atoms and positions in Å:
Ni: -0.401 0.066 -0.130
C: -0.444 -2.117 2.122
C: -0.770 -2.888 0.842
N: -0.190 -2.226 -0.322
C: 1.227 -2.486 -0.556
C: 2.122 -1.498 0.158
C: 3.440 -1.786 0.476
C: 4.206 -0.800 1.082
C: 3.632 0.429 1.367
C: 2.303 0.635 1.024
C: 1.602 1.955 1.273
N: 0.149 1.837 1.188
C: -0.545 1.630 2.458
C: -0.361 0.201 2.962
N: -0.855 -0.730 1.958
N: 1.589 -0.312 0.429
H: 0.635 -2.136 2.297
H: -0.924 -2.604 2.979
H: -1.854 -2.903 0.711
H: -0.428 -3.926 0.945
H: -0.720 -2.447 -1.155
H: 1.418 -2.372 -1.625
H: 1.508 -3.505 -0.263
H: 3.858 -2.759 0.256
H: 5.241 -0.992 1.332
H: 4.203 1.214 1.845
H: 1.940 2.648 0.500
H: 1.921 2.360 2.241
H: -0.245 2.642 0.721
H: -1.608 1.798 2.270
H: -0.208 2.334 3.228
H: -0.862 0.094 3.931
H: 0.703 -0.001 3.116
H: -1.868 -0.675 1.896
S: -2.544 0.718 -0.524
C: -2.480 1.225 -2.191
C: -3.634 1.777 -2.765
C: -3.658 2.187 -4.083
C: -2.516 2.056 -4.867
C: -1.367 1.524 -4.318
C: -1.320 1.103 -2.981
S: 0.176 0.455 -2.364
H: -4.515 1.872 -2.141
H: -4.560 2.612 -4.506
H: -2.527 2.370 -5.904
H: -0.467 1.424 -4.912

This record from the Open Molecules 2025 dataset describes a 10-piece molecular cluster, C20H62N10O10 overall. The level of theory is ωB97M-V/def2-TZVPD.

Calculated values
Structure (SMILES): COC[C@H](C)N.COC[C@H](C)N.NC(N)=O.NC(N)=O.NC(N)=O.NC(N)=O.CCO.CCO.CCO.CCO
E, a.u.: -2099.11326
ΔE to the lowest compared entry with this formula, charge and spin, eV: 3.6681
LUMO energy, eV: -0.11
HOMO-LUMO gap, eV: 9.01

Atoms and positions in Å:
C: 13.466 11.526 16.810
O: 13.023 10.457 17.236
N: 14.677 11.671 16.340
N: 12.771 12.614 16.606
H: 15.206 10.814 16.260
H: 14.931 12.629 16.148
H: 11.835 12.766 16.953
H: 13.281 13.343 16.128
C: 17.252 6.075 10.145
O: 17.749 5.108 9.583
N: 16.010 6.196 10.518
N: 17.928 7.185 10.501
H: 15.658 7.099 10.801
H: 15.376 5.411 10.498
H: 17.389 7.904 10.961
H: 18.932 7.143 10.398
C: 16.179 12.917 10.622
O: 16.891 12.312 11.320
N: 16.541 14.008 10.160
N: 15.056 12.583 10.159
H: 17.438 14.414 10.385
H: 15.787 14.534 9.743
H: 14.635 11.786 10.615
H: 14.386 13.151 9.660
C: 12.184 10.564 9.909
O: 13.394 10.308 9.923
N: 11.290 9.910 9.199
N: 11.602 11.428 10.704
H: 10.316 9.811 9.446
H: 11.648 9.293 8.485
H: 10.637 11.704 10.595
H: 12.127 11.865 11.448
C: 18.339 12.313 15.789
C: 18.270 13.844 15.931
O: 16.936 14.202 16.298
H: 18.266 11.797 16.746
H: 19.313 11.990 15.422
H: 17.559 11.944 15.123
H: 18.514 14.450 15.058
H: 18.921 14.206 16.726
H: 16.867 15.074 16.692
C: 11.823 7.117 13.506
C: 10.651 6.524 14.290
O: 11.167 5.580 15.167
H: 11.355 7.567 12.630
H: 12.297 6.212 13.127
H: 12.382 7.792 14.155
H: 9.827 6.142 13.687
H: 10.119 7.336 14.786
H: 11.656 5.025 14.556
C: 19.684 10.618 12.591
C: 20.537 11.690 11.928
O: 21.830 11.246 11.564
H: 20.136 9.660 12.337
H: 18.647 10.765 12.288
H: 19.698 10.761 13.671
H: 20.685 12.548 12.583
H: 20.102 12.092 11.013
H: 21.746 10.451 11.032
C: 16.170 8.346 6.905
C: 15.720 9.151 8.138
O: 14.588 9.840 7.592
H: 15.382 7.611 6.741
H: 17.076 7.786 7.137
H: 16.379 8.930 6.009
H: 16.427 9.832 8.610
H: 15.454 8.461 8.939
H: 14.231 10.284 8.365
C: 8.661 11.625 13.996
C: 8.248 11.659 15.452
C: 9.193 11.009 16.563
O: 9.172 9.566 16.357
C: 10.220 8.888 17.008
N: 7.793 13.022 15.748
H: 8.688 10.635 13.540
H: 9.621 12.130 13.896
H: 7.940 12.158 13.378
H: 7.325 11.090 15.567
H: 9.006 11.368 17.575
H: 10.177 11.424 16.340
H: 11.127 9.093 16.440
H: 9.996 7.822 16.965
H: 10.279 9.272 18.026
H: 7.277 12.981 16.615
H: 8.599 13.597 15.950
C: 16.663 8.391 13.814
C: 15.392 8.582 12.960
C: 14.403 9.644 13.552
O: 13.075 9.938 12.877
C: 12.075 10.260 13.767
N: 15.767 9.030 11.659
H: 17.159 9.310 14.126
H: 17.484 7.966 13.236
H: 16.448 7.735 14.658
H: 14.848 7.664 12.738
H: 14.928 10.577 13.755
H: 14.146 9.094 14.458
H: 11.149 9.804 13.415
H: 12.012 11.347 13.731
H: 12.290 10.020 14.808
H: 14.839 9.165 11.285
H: 16.233 9.923 11.580

This record from the Open Molecules 2025 dataset describes C25H24FeO4S2 as an isolated structure. The level of theory is ωB97M-V/def2-TZVPD.

Calculated values
E, a.u.: -3327.80667
ΔE to the lowest compared entry with this formula, charge and spin, eV: 0.2079
LUMO energy (spin up / spin down), eV: 4.57 / 4.56
Spin multiplicity: 5
HOMO-LUMO gap (spin up / spin down), eV: 2.74 / 4.84
Charge: -2

Atoms and positions in Å:
C: 3.743 -0.638 3.968
C: 2.405 -1.032 3.783
C: 1.856 -1.064 2.499
C: 2.648 -0.684 1.415
S: 1.935 -0.494 -0.204
C: 1.297 -2.031 -0.492
S: 1.462 -2.972 -1.952
C: 2.435 -2.131 -3.229
C: 1.795 -1.135 -3.972
C: 2.527 -0.382 -4.891
C: 3.877 -0.659 -5.112
C: 4.479 -1.739 -4.456
C: 3.751 -2.505 -3.538
O: 2.225 -4.155 -1.590
O: 0.153 -3.112 -2.561
O: 0.861 0.481 -0.066
O: 3.025 -0.136 -1.093
C: 3.996 -0.376 1.571
C: 4.545 -0.345 2.851
H: 4.155 -0.562 4.986
H: 1.797 -1.309 4.651
H: 0.827 -1.379 2.341
H: 1.241 -2.688 0.406
H: 0.732 -0.942 -3.806
H: 2.026 0.433 -5.416
H: 4.451 -0.028 -5.786
H: 5.527 -1.981 -4.645
H: 4.197 -3.369 -3.034
H: 4.598 -0.146 0.697
H: 5.600 -0.086 2.973
C: -3.053 -1.584 -0.036
C: -2.041 -0.531 0.166
C: -2.148 0.435 1.179
C: -1.343 1.672 1.430
C: -1.882 2.387 2.544
C: -3.075 1.684 3.005
C: -3.255 0.521 2.177
Fe: -3.247 2.155 1.108
C: -4.759 1.864 -0.115
C: -3.729 2.672 -0.758
C: -3.505 3.852 0.062
C: -4.396 3.785 1.207
C: -5.173 2.557 1.105
H: -3.048 -1.927 -1.079
H: -2.859 -2.412 0.671
H: -4.087 -1.246 0.136
H: -1.156 -0.536 -0.458
H: -0.426 1.898 0.899
H: -1.427 3.251 3.029
H: -3.667 1.959 3.878
H: -4.052 -0.215 2.273
H: -5.203 0.956 -0.524
H: -3.284 2.473 -1.733
H: -2.859 4.691 -0.204
H: -4.519 4.563 1.967
H: -5.972 2.238 1.780

This record from the Open Molecules 2025 dataset describes C5H10 in the gas phase. The level of theory is ωB97M-V/def2-TZVPD.

Calculated values
Structure (SMILES): C[C@@H]1C[C@H]1C
E, a.u.: -196.46387
ΔE to the lowest compared entry with this formula, charge and spin, eV: 1.2118
LUMO energy, eV: 1.30
HOMO-LUMO gap, eV: 10.98

Atoms and positions in Å:
C: -0.326 1.871 -0.721
C: 0.017 0.721 0.288
C: 1.312 -0.061 0.115
C: 0.010 -0.712 -0.240
C: -0.573 -1.780 0.628
H: -0.211 1.494 -1.813
H: 0.346 2.811 -0.570
H: -1.402 2.129 -0.673
H: -0.411 0.886 1.311
H: 2.022 0.181 -0.683
H: 1.689 -0.384 1.076
H: -0.240 -0.834 -1.299
H: -1.642 -2.008 0.376
H: -0.564 -1.581 1.729
H: -0.028 -2.733 0.476

This record from the Open Molecules 2025 dataset describes a 2-piece molecular cluster, C2H2FN3O overall. The level of theory is ωB97M-V/def2-TZVPD.

Calculated values
E, a.u.: -416.62681
ΔE to the lowest compared entry with this formula, charge and spin, eV: 3.5450
LUMO energy (spin up / spin down), eV: -0.50 / -0.50
HOMO-LUMO gap (spin up / spin down), eV: 8.93 / 8.93

Atoms and positions in Å:
C: 0.618 0.601 -0.383
C: -1.639 -0.396 -0.130
N: 1.541 -0.095 -0.029
N: -2.095 0.698 0.057
N: 2.158 -1.124 -0.038
O: -1.075 -1.407 -0.035
F: 0.425 1.880 -0.197
H: -1.710 1.627 0.138
H: 1.775 -1.782 0.618

This record from the Open Molecules 2025 dataset describes a 3-piece molecular cluster, C23H52BN2O5PS overall. The level of theory is ωB97M-V/def2-TZVPD.

Calculated values
E, a.u.: -2157.43287
LUMO energy (spin up / spin down), eV: 0.19 / -0.40
Spin multiplicity: 3
HOMO-LUMO gap (spin up / spin down), eV: 8.51 / 7.92

Atoms and positions in Å:
C: 0.459 0.839 0.129
C: -0.521 -0.046 -0.828
P: -0.972 0.693 -2.514
S: 1.019 0.237 -3.175
C: -2.801 0.997 -2.072
C: -3.077 1.865 -0.716
O: -2.728 3.293 -0.792
C: -0.718 2.462 -3.161
B: 0.476 3.334 -2.451
O: 1.756 3.476 -3.174
O: 0.288 4.002 -1.117
H: -0.086 1.664 0.772
H: 1.402 1.279 -0.454
H: 0.930 0.083 0.925
H: -1.477 -0.367 -0.189
H: 0.048 -1.073 -1.040
H: -1.448 -0.273 -3.518
H: 1.384 1.092 -4.246
H: -3.350 -0.053 -1.956
H: -3.333 1.526 -2.999
H: -4.257 1.831 -0.535
H: -2.599 1.445 0.266
H: -3.394 3.817 -1.336
H: -0.409 2.358 -4.310
H: -1.741 3.077 -3.194
H: 2.197 4.276 -2.749
H: -0.349 4.793 -1.221
C: -6.143 0.459 5.819
C: -5.659 0.172 4.372
C: -4.326 -0.622 4.414
C: -3.128 0.235 4.813
C: -3.022 1.472 3.924
C: -4.332 2.301 3.872
N: -5.546 1.458 3.604
O: -5.535 1.128 2.234
C: -4.508 3.080 5.205
C: -4.151 3.444 2.817
C: -6.775 -0.771 3.809
H: -7.000 1.143 5.820
H: -6.469 -0.464 6.316
H: -5.373 0.869 6.469
H: -4.122 -1.063 3.429
H: -4.409 -1.465 5.112
H: -3.200 0.525 5.866
H: -2.210 -0.358 4.725
H: -2.192 2.096 4.280
H: -2.745 1.147 2.912
H: -5.509 3.518 5.278
H: -3.790 3.906 5.277
H: -4.326 2.476 6.092
H: -3.908 3.066 1.818
H: -3.325 4.110 3.097
H: -5.056 4.058 2.743
H: -7.740 -0.251 3.755
H: -6.911 -1.648 4.454
H: -6.539 -1.162 2.814
C: 4.513 -1.690 -4.302
C: 4.335 -2.796 -3.228
C: 4.109 -2.146 -1.838
C: 5.380 -1.550 -1.238
C: 6.503 -2.584 -1.203
C: 6.770 -3.244 -2.582
N: 5.514 -3.727 -3.250
O: 5.123 -4.914 -2.601
C: 7.512 -2.238 -3.505
C: 7.824 -4.385 -2.387
C: 3.005 -3.498 -3.665
H: 4.822 -2.117 -5.263
H: 3.572 -1.154 -4.475
H: 5.226 -0.916 -4.024
H: 3.713 -2.892 -1.135
H: 3.346 -1.360 -1.906
H: 5.691 -0.666 -1.805
H: 5.174 -1.200 -0.220
H: 7.417 -2.104 -0.829
H: 6.240 -3.354 -0.465
H: 7.542 -2.598 -4.539
H: 8.551 -2.098 -3.183
H: 7.082 -1.237 -3.498
H: 7.500 -5.144 -1.666
H: 8.770 -3.986 -2.000
H: 8.043 -4.885 -3.337
H: 3.117 -3.979 -4.644
H: 2.187 -2.772 -3.748
H: 2.667 -4.253 -2.947

This record from the Open Molecules 2025 dataset describes C46H86FI2NO14 as an isolated structure. The level of theory is ωB97M-V/def2-TZVPD.

Calculated values
E, a.u.: -3607.66356
LUMO energy, eV: 0.16
HOMO-LUMO gap, eV: 8.77

Atoms and positions in Å:
C: -3.197 1.569 -0.946
C: -1.776 1.206 -0.622
I: -0.427 2.342 -1.756
C: -1.363 0.250 0.229
I: -2.981 -0.821 1.067
C: 0.091 -0.169 0.525
C: 0.940 1.024 1.029
C: 0.213 1.932 2.035
C: 0.635 1.733 3.480
F: -0.491 1.836 4.318
C: 0.654 -0.838 -0.799
N: 0.798 -2.312 -0.588
C: 0.082 -2.568 0.625
O: -0.516 -3.586 0.885
C: 0.316 -1.351 1.486
O: -0.201 -1.365 2.792
H: -3.738 1.863 -0.046
H: -3.236 2.390 -1.656
H: -3.707 0.713 -1.395
H: 1.832 0.606 1.502
H: 1.303 1.616 0.195
H: -0.865 1.795 1.975
H: 0.410 2.969 1.757
H: 1.347 2.493 3.801
H: 1.059 0.742 3.651
H: 1.597 -0.404 -1.120
H: -0.059 -0.691 -1.605
H: 1.770 -2.465 -0.310
H: 1.404 -1.404 1.612
H: -0.913 -0.728 2.889
C: -1.763 -3.182 -2.916
C: -3.126 -2.551 -3.024
O: -3.263 -1.385 -3.326
C: -4.311 -3.441 -2.729
H: -0.993 -2.447 -3.140
H: -1.599 -3.565 -1.908
H: -1.686 -4.022 -3.612
H: -4.239 -3.824 -1.710
H: -4.315 -4.294 -3.409
H: -5.237 -2.883 -2.847
C: 1.929 0.566 -5.361
C: 0.840 -0.360 -4.873
O: 0.968 -1.012 -3.863
C: -0.424 -0.419 -5.693
H: 2.773 0.530 -4.676
H: 2.254 0.268 -6.359
H: 1.555 1.591 -5.416
H: -0.206 -0.770 -6.703
H: -0.869 0.575 -5.765
H: -1.134 -1.096 -5.223
C: 5.001 -4.904 1.194
C: 3.657 -4.227 1.188
O: 3.477 -3.209 0.548
C: 2.577 -4.869 2.010
H: 5.697 -4.351 0.569
H: 5.386 -4.959 2.213
H: 4.905 -5.921 0.810
H: 2.864 -4.868 3.063
H: 2.425 -5.900 1.689
H: 1.644 -4.324 1.905
C: -4.568 3.871 5.524
C: -4.458 2.562 4.775
O: -5.055 2.373 3.743
C: -3.561 1.515 5.385
H: -5.235 4.543 4.992
H: -4.951 3.695 6.530
H: -3.582 4.329 5.617
H: -3.913 1.254 6.385
H: -2.544 1.898 5.468
H: -3.558 0.627 4.757
C: 1.869 -3.032 6.422
C: 2.850 -4.174 6.329
O: 3.017 -4.778 5.296
C: 3.611 -4.527 7.583
H: 1.385 -2.876 5.461
H: 1.113 -3.251 7.179
H: 2.386 -2.119 6.723
H: 2.915 -4.796 8.379
H: 4.189 -3.666 7.924
H: 4.281 -5.360 7.387
C: 1.792 6.273 5.041
C: 2.842 5.186 5.053
O: 3.192 4.639 4.033
C: 3.416 4.824 6.398
H: 1.452 6.446 4.023
H: 0.947 5.982 5.666
H: 2.206 7.196 5.451
H: 2.629 4.484 7.070
H: 3.882 5.696 6.856
H: 4.157 4.037 6.280
C: 4.871 2.497 10.537
C: 3.487 2.980 10.175
O: 3.318 3.931 9.450
C: 2.327 2.213 10.763
H: 5.617 3.123 10.057
H: 5.007 2.529 11.619
H: 5.001 1.462 10.217
H: 2.378 2.236 11.852
H: 2.373 1.168 10.451
H: 1.390 2.652 10.432
C: -1.930 -4.509 -6.889
C: -3.059 -3.506 -6.941
O: -2.996 -2.517 -7.630
C: -4.264 -3.797 -6.081
H: -1.124 -4.186 -7.542
H: -1.557 -4.599 -5.867
H: -2.285 -5.491 -7.206
H: -3.968 -3.859 -5.032
H: -4.708 -4.753 -6.366
H: -4.998 -3.005 -6.198
C: 3.683 4.308 -6.466
C: 2.282 4.682 -6.039
O: 1.820 4.287 -4.994
C: 1.504 5.567 -6.979
H: 4.141 3.673 -5.712
H: 3.654 3.782 -7.421
H: 4.285 5.208 -6.601
H: 1.404 5.080 -7.951
H: 2.040 6.506 -7.131
H: 0.516 5.764 -6.578
C: -7.486 0.863 -1.015
C: -7.426 0.546 -2.492
O: -8.429 0.392 -3.148
C: -6.048 0.426 -3.091
H: -8.522 0.922 -0.692
H: -6.967 0.091 -0.445
H: -6.986 1.812 -0.815
H: -5.481 -0.363 -2.597
H: -5.498 1.359 -2.956
H: -6.121 0.199 -4.152
C: -3.213 5.240 -4.597
C: -2.669 4.464 -5.771
O: -1.932 4.970 -6.583
C: -3.092 3.020 -5.878
H: -2.841 6.260 -4.626
H: -4.304 5.245 -4.625
H: -2.903 4.764 -3.665
H: -4.177 2.948 -5.966
H: -2.787 2.479 -4.979
H: -2.629 2.565 -6.750
C: 4.788 -4.213 -2.759
C: 5.493 -5.513 -3.055
O: 6.335 -5.965 -2.315
C: 5.088 -6.228 -4.323
H: 5.163 -3.799 -1.826
H: 4.956 -3.498 -3.566
H: 3.713 -4.381 -2.669
H: 5.267 -5.586 -5.187
H: 4.022 -6.459 -4.296
H: 5.659 -7.147 -4.425